93
Properties=species:S:1:pos:R:3:lowdin_charge:R:1 method="wB97M-V/def2-TZVPD" total_charge=-1 gap_ev=3.187 multiplicity=1
C -0.33 3.28 3.13 0.048
C 0.90 2.51 3.58 -0.329
O 0.95 2.04 4.74 0.103
N 2.00 2.24 2.58 0.090
H 2.35 1.30 2.69 0.156
H 1.56 2.27 1.67 0.088
C 3.10 3.28 2.69 0.046
H -0.22 4.37 3.20 0.101
H -1.03 2.92 3.88 0.108
H -0.63 2.98 2.12 0.068
H 3.55 3.17 3.68 0.101
H 2.62 4.26 2.79 0.108
H 3.75 3.25 1.82 0.111
C -2.39 3.69 -0.58 0.019
C -3.23 2.48 -0.99 -0.298
O -4.40 2.32 -0.66 0.126
N -2.50 1.44 -1.81 0.088
H -2.75 1.53 -2.79 0.147
H -1.51 1.62 -1.82 0.082
C -2.67 -0.01 -1.41 0.045
H -1.99 4.32 -1.37 0.090
H -1.49 3.47 -0.01 0.056
H -2.83 4.38 0.14 0.094
H -3.74 -0.14 -1.26 0.105
H -2.02 -0.19 -0.56 0.082
H -2.35 -0.54 -2.31 0.091
C 0.60 -1.10 -4.03 0.019
C 1.70 -2.10 -4.05 -0.347
O 2.86 -1.75 -4.03 0.146
N 1.24 -3.55 -4.26 0.121
H 0.50 -3.81 -3.62 0.077
H 0.74 -3.62 -5.14 0.173
C 2.40 -4.62 -4.14 0.050
H 0.30 -0.74 -5.01 0.119
H 0.93 -0.22 -3.47 0.080
H -0.30 -1.56 -3.64 0.077
H 3.21 -4.25 -4.77 0.089
H 2.00 -5.53 -4.58 0.095
H 2.70 -4.80 -3.11 0.080
C 4.80 -1.81 -0.15 0.042
C 3.66 -2.79 -0.03 -0.346
O 3.50 -3.75 -0.77 0.142
N 2.82 -2.73 1.21 0.103
H 3.02 -3.49 1.85 0.184
H 2.99 -1.92 1.79 0.158
C 1.32 -2.67 0.93 0.051
H 5.73 -2.34 -0.35 0.107
H 4.84 -1.24 0.78 0.080
H 4.55 -1.01 -0.85 0.109
H 0.99 -1.69 0.59 0.085
H 0.86 -2.92 1.89 0.108
H 1.04 -3.53 0.33 0.084
C -3.25 -0.73 3.93 -0.428
O -2.89 -1.79 4.87 -0.124
O -4.16 0.09 4.68 -0.284
C -2.02 -0.28 3.06 -0.505
F -0.88 -0.18 3.80 0.090
F -1.72 -1.12 2.09 0.119
F -2.25 0.87 2.29 0.057
C -2.40 -3.05 4.36 -0.309
C -2.46 -3.93 5.54 -0.104
H -3.45 -3.80 5.97 0.083
H -2.42 -5.00 5.35 0.065
H -1.70 -3.69 6.29 0.074
H -1.38 -3.04 3.96 0.086
H -2.96 -3.39 3.49 0.114
H -3.85 -1.27 3.20 0.119
P 1.04 1.19 -0.78 0.176
F 1.27 2.71 -0.24 -0.148
F 0.18 1.86 -1.95 -0.114
F 2.17 1.35 -1.84 -0.103
F 0.76 -0.35 -1.17 -0.146
F 2.19 0.64 0.26 -0.191
F -0.05 1.11 0.42 -0.142
P 0.12 6.69 0.28 0.075
F 1.16 5.53 -0.09 -0.175
F -0.67 6.42 -1.10 -0.157
F -0.87 5.58 0.94 -0.188
F -0.81 7.92 0.73 -0.148
F 0.92 6.77 1.64 -0.163
F 1.11 7.74 -0.43 -0.155
P -1.38 -4.34 -1.73 0.174
F -0.84 -2.80 -1.68 -0.187
F -1.61 -4.25 -0.12 -0.162
F -2.80 -3.60 -1.93 -0.152
F -2.03 -5.77 -1.79 -0.102
F -1.10 -4.35 -3.32 -0.162
F 0.16 -4.97 -1.50 -0.197
B -0.95 2.51 -4.77 -1.381
F -1.41 1.32 -4.33 0.134
F -1.55 3.47 -4.00 0.142
F 0.45 2.62 -4.80 0.109
F -1.42 2.58 -6.08 0.096

---

93
Properties=species:S:1:pos:R:3:lowdin_charge:R:1 method="wB97M-V/def2-TZVPD" total_charge=+3 gap_ev="5.922 / 6.148" de_lowest_kcal_mol=27.1 multiplicity=2
W 0.35 -0.07 -0.79 1.817
C 4.01 0.41 -2.98 0.016
C 2.64 0.36 -2.90 -0.106
N 2.26 0.22 -1.61 -0.143
N 3.40 0.14 -0.87 0.026
C 4.45 0.28 -1.67 -0.006
B 3.38 0.02 0.69 -0.672
N 2.50 1.18 1.20 0.058
C 2.69 2.17 2.08 0.008
C 1.49 2.86 2.23 0.008
C 0.60 2.23 1.38 -0.136
N 1.22 1.21 0.75 -0.103
N 2.56 -1.23 1.09 0.004
C 2.85 -2.22 1.95 -0.019
C 1.75 -3.06 2.05 0.010
C 0.80 -2.50 1.21 -0.093
N 1.29 -1.38 0.64 -0.128
N 4.77 -0.04 1.21 -0.029
C 5.69 -1.04 1.04 -0.096
C 6.87 -0.61 1.57 -0.023
C 6.59 0.69 2.04 -0.106
N 5.34 1.03 1.82 0.074
H 4.62 0.52 -3.86 0.125
H 1.90 0.38 -3.68 0.115
H 5.45 0.26 -1.27 0.147
H 3.66 2.29 2.53 0.123
H 1.30 3.70 2.87 0.122
H -0.45 2.43 1.24 0.088
H 3.80 -2.25 2.44 0.142
H 1.66 -3.94 2.65 0.124
H -0.20 -2.83 1.00 0.117
H 5.43 -1.97 0.56 0.125
H 7.80 -1.14 1.62 0.113
H 7.26 1.39 2.54 0.120
C -4.08 -2.53 1.27 0.040
O -2.72 -2.11 0.94 0.043
C -2.51 -0.98 0.35 -0.516
O -1.28 -0.74 0.07 -0.187
N -3.47 -0.13 0.06 0.063
N -3.18 1.09 -0.55 0.071
H -3.97 -3.51 1.71 0.118
H -4.68 -2.59 0.37 0.117
H -4.50 -1.84 2.00 0.106
H -4.41 -0.35 0.36 0.163
H -3.07 1.76 0.22 0.059
H -3.95 1.34 -1.16 0.116
O -2.30 1.74 1.92 -0.613
S -2.88 1.24 3.24 0.973
C -2.24 2.34 4.55 -0.303
C -3.45 2.80 5.35 -0.218
C -4.52 3.12 4.31 -0.214
C -4.58 1.90 3.39 -0.305
H -1.79 3.16 4.00 0.098
H -1.48 1.81 5.12 0.096
H -3.20 3.67 5.96 0.130
H -3.80 2.02 6.02 0.126
H -4.24 4.01 3.74 0.123
H -5.50 3.32 4.75 0.129
H -4.93 2.10 2.38 0.090
H -5.18 1.10 3.83 0.095
C -1.44 2.62 -4.83 -0.038
C -0.13 1.99 -4.40 -0.202
N 0.65 2.87 -3.51 -0.016
C 1.37 3.98 -4.21 -0.153
C 0.71 5.33 -4.01 -0.035
C 0.66 2.73 -2.22 -0.321
C 1.47 3.66 -1.37 0.042
N -0.09 1.74 -1.60 -0.085
H -2.05 1.88 -5.34 0.092
H -1.29 3.45 -5.52 0.087
H -2.00 2.98 -3.96 0.087
H 0.51 1.79 -5.27 0.136
H -0.30 1.05 -3.89 0.025
H 1.36 3.70 -5.26 0.130
H 2.41 3.97 -3.89 0.127
H -0.35 5.30 -4.27 0.083
H 1.19 6.05 -4.68 0.103
H 0.82 5.71 -3.00 0.074
H 2.27 4.14 -1.94 0.094
H 1.91 3.11 -0.55 0.070
H 0.84 4.44 -0.96 0.124
H -0.38 2.20 -0.73 0.049
Cl -1.69 -0.62 -2.78 0.809
C -0.66 -2.02 -2.76 -0.651
C 0.49 -1.88 -1.99 -0.300
C 1.40 -2.95 -2.10 -0.642
Cl 2.97 -2.88 -1.42 0.842
C 1.09 -4.10 -2.83 -0.689
Cl 2.19 -5.40 -2.91 0.770
C -0.13 -4.21 -3.52 -0.687
Cl -0.52 -5.61 -4.39 0.796
C -1.01 -3.13 -3.51 -0.706
Cl -2.48 -3.16 -4.38 0.765

---

9
Properties=species:S:1:pos:R:3:lowdin_charge:R:1 method="wB97M-V/def2-TZVPD" total_charge=+2 gap_ev=7.983 de_lowest_kcal_mol=36.5 multiplicity=1
O -2.81 -0.10 1.20 0.407
C -2.07 -0.21 0.34 0.013
C -0.97 -0.13 -0.48 -0.328
O 0.08 -1.00 -0.24 0.030
C 1.21 -0.34 -0.02 -0.396
O 2.17 -1.15 0.14 0.267
H 3.01 -0.69 0.31 0.187
Sn 0.50 1.67 -0.19 1.615
H -1.59 -0.04 -1.46 0.205